Here is C9H10N2 as an isolated structure in a non-equilibrium geometry from OMol25. Energies are from ωB97M-V/def2-TZVPD.

The geometry in XYZ format:
```
21
C9H10N2 | OMol25 | ωB97M-V/def2-TZVPD
C -0.78091 1.19963 -2.39912
C -1.03723 -2.94734 0.09351
C -1.11799 -1.80952 0.80962
C -1.00877 -0.52640 0.25996
C -0.70010 -0.98878 -1.00658
C -1.87896 0.81781 2.08641
C -0.57659 -0.85199 -3.83647
C -0.88293 0.77230 0.91348
C -0.20263 -0.10652 -2.53998
N -1.30098 2.18727 -2.25571
N -0.75669 -2.39880 -1.10964
H -0.85213 -3.97215 0.14559
H -2.90131 1.12139 1.77036
H -1.70890 1.61707 2.70758
H -1.78612 -0.01586 2.65336
H -0.54246 -1.92021 -3.65350
H -1.58012 -0.56470 -4.28291
H 0.24141 -0.70319 -4.58940
H 0.08046 0.92965 1.40007
H -0.97852 1.52932 0.10093
H 0.93204 -0.21618 -2.35161
```

Properties
lowest unoccupied orbital energy (spin up / spin down)	-1.910 / -1.990	eV
net charge	0
HOMO energy (spin up / spin down)	-8.925 / -8.921	eV
relative energy (zero: lowest compared OMol25 entry of this formula, charge and spin)	7.0332	eV
orbital gap (spin up / spin down)	7.0 / 6.9	eV

Partial atomic charges computed with the Löwdin method, in multiples of e: number 1, C, carries -0.260; number 2, C, carries -0.170; number 3, C, carries 0.195; number 4, C, carries -0.236; number 5, C, carries -0.123; number 6, C, carries -0.076; number 7, C, carries -0.082; number 8, C, carries -0.186; number 9, C, carries -0.210; number 10, N, carries 0.169; number 11, N, carries 0.087; number 12, H, carries 0.093; number 13, H, carries 0.103; number 14, H, carries 0.040; number 15, H, carries 0.036; number 16, H, carries 0.056; number 17, H, carries 0.104; number 18, H, carries 0.089; number 19, H, carries 0.118; number 20, H, carries 0.098; number 21, H, carries 0.156

Here is one molecule with the formula C20H24N4OS in a non-equilibrium geometry from OMol25. Energies are from ωB97M-V/def2-TZVPD.

The geometry in XYZ format:
```
50
C20H24N4OS | OMol25 | ωB97M-V/def2-TZVPD
C -0.18210 0.13813 3.16945
C -1.56582 -0.02027 2.57518
C -2.62141 0.73621 3.13805
C -3.85216 0.76321 2.53581
C -4.07055 -0.02895 1.38579
C -5.47563 0.02072 0.84558
C -2.99421 -0.76767 0.82468
C -3.09202 -1.59308 -0.42667
S -2.86772 -0.61559 -1.99013
C -1.36757 0.19815 -1.59423
N -0.28658 -0.49703 -1.38694
C 0.92287 0.04227 -0.90469
C 2.10707 -0.86538 -0.72151
C 1.94836 -2.11291 -1.61593
C 3.07004 -3.16594 -1.39685
N 3.07101 -3.50085 0.03375
C 4.11085 -4.48406 0.24152
C 3.18760 -2.39971 0.96160
C 2.10713 -1.33906 0.75015
C 0.95071 1.37459 -0.45889
C 2.11407 1.91887 0.18304
N 3.05820 2.25179 0.75869
C -0.26438 2.13934 -0.70632
O -0.39419 3.32352 -0.44929
N -1.34763 1.56985 -1.34573
C -1.74385 -0.73221 1.41831
H 0.39370 -0.82316 3.14645
H -0.25558 0.54719 4.18097
H 0.35215 0.90642 2.60652
H -2.44467 1.36915 4.00379
H -4.65348 1.37895 2.98352
H -6.17883 -0.29830 1.59968
H -5.76498 1.03406 0.54081
H -5.62204 -0.63256 -0.00352
H -4.02596 -2.09308 -0.44066
H -2.35670 -2.38671 -0.45365
H 3.05789 -0.33721 -0.99405
H 1.89046 -1.78166 -2.66103
H 1.03552 -2.64640 -1.35748
H 2.84181 -4.08287 -2.00718
H 4.01203 -2.76226 -1.71748
H 5.10716 -4.08606 -0.03895
H 3.93666 -5.38432 -0.33565
H 4.13545 -4.81643 1.30606
H 4.15480 -1.92225 0.85482
H 3.16305 -2.72111 2.02593
H 1.15033 -1.82311 1.02540
H 2.27008 -0.47985 1.44009
H -2.18664 2.15402 -1.35950
H -0.93661 -1.27827 0.92852
```

Properties
lowest unoccupied orbital energy	-0.707	eV
net charge	0
HOMO energy	-8.764	eV
relative energy (zero: lowest compared OMol25 entry of this formula, charge and spin)	1.7472	eV
orbital gap	8.1	eV
SMILES	Cc1ccc(C)c(CSc2nc(C3CCN(C)CC3)c(C#N)c(=O)[nH]2)c1

Partial atomic charges computed with the Löwdin method, in multiples of e: number 1, C, carries -0.043; number 2, C, carries -0.252; number 3, C, carries -0.038; number 4, C, carries -0.043; number 5, C, carries -0.209; number 6, C, carries -0.049; number 7, C, carries -0.238; number 8, C, carries -0.374; number 9, S, carries 0.965; number 10, C, carries -0.615; number 11, N, carries 0.116; number 12, C, carries -0.136; number 13, C, carries -0.249; number 14, C, carries -0.142; number 15, C, carries -0.184; number 16, N, carries -0.227; number 17, C, carries -0.120; number 18, C, carries -0.206; number 19, C, carries -0.136; number 20, C, carries -0.070; number 21, C, carries -0.175; number 22, N, carries 0.184; number 23, C, carries -0.431; number 24, O, carries 0.065; number 25, N, carries 0.160; number 26, C, carries -0.032; number 27, H, carries 0.087; number 28, H, carries 0.076; number 29, H, carries 0.072; number 30, H, carries 0.112; number 31, H, carries 0.126; number 32, H, carries 0.078; number 33, H, carries 0.091; number 34, H, carries 0.060; number 35, H, carries 0.064; number 36, H, carries 0.078; number 37, H, carries 0.167; number 38, H, carries 0.120; number 39, H, carries 0.108; number 40, H, carries 0.136; number 41, H, carries 0.105; number 42, H, carries 0.090; number 43, H, carries 0.076; number 44, H, carries 0.094; number 45, H, carries 0.117; number 46, H, carries 0.133; number 47, H, carries 0.111; number 48, H, carries 0.113; number 49, H, carries 0.164; number 50, H, carries 0.102

Here is C59H37AsHfN12OS as an isolated structure in a non-equilibrium geometry from OMol25. Energies are from ωB97M-V/def2-TZVPD.

The geometry in XYZ format:
```
112
C59H37AsHfN12OS | OMol25 | ωB97M-V/def2-TZVPD
Hf 0.58951 -0.46818 -0.53509
C -3.60993 3.35040 -4.29613
C -3.51801 4.23009 -3.18100
C -2.60841 4.07286 -2.18877
C -1.75871 2.96788 -2.18970
C -0.76119 2.41734 -1.27930
N -0.41569 1.15920 -1.67288
C -1.10465 0.91851 -2.74241
N -0.84418 -0.33447 -3.48675
C 0.45456 -0.81381 -3.63803
C 0.72424 -1.69223 -4.61682
C -0.28730 -2.23883 -5.45991
C 0.15591 -3.25885 -6.28705
C 1.50715 -3.68866 -6.14998
C 2.44174 -3.24176 -5.22904
C 1.97982 -2.26993 -4.26795
C 2.35972 -1.63510 -3.05881
N 3.46683 -1.92439 -2.29223
C 3.62897 -1.47574 -1.10720
N 2.74481 -0.70115 -0.31360
C 3.40475 -0.44876 0.90713
N 3.09453 0.44503 1.78532
C 2.19287 1.33380 1.53336
N 1.27013 1.33974 0.51010
C 0.74033 2.71261 0.52200
N -0.18065 3.15900 -0.26629
C 1.37642 3.40770 1.62003
C 1.21687 4.75053 2.08970
C 1.69622 5.00686 3.32846
C 2.43377 4.04384 4.09143
C 2.76881 2.82527 3.52847
C 2.13494 2.55277 2.31022
C 4.66491 -1.16059 0.95139
C 5.64262 -1.18808 1.86831
C 6.83565 -1.82026 1.51991
C 6.96634 -2.46938 0.30657
C 5.97162 -2.43630 -0.64901
C 4.82402 -1.73707 -0.35805
N 1.35259 -0.78608 -2.61170
C -1.97377 1.95846 -3.16220
C -2.88740 2.18927 -4.22875
H -4.31201 3.66230 -5.10530
H -4.25330 5.02683 -3.07282
H -2.64293 4.71142 -1.32055
H -2.40265 -2.43859 -5.24732
H -0.51603 -3.75407 -7.00522
H 1.84714 -4.55381 -6.70030
H 3.30103 -3.84212 -5.02579
H 0.57629 5.45265 1.54974
H 1.45458 5.96427 3.79952
H 2.78502 4.30559 5.08622
H 3.23653 2.12943 4.21746
H 5.54024 -0.74235 2.81591
H 7.55389 -1.87809 2.34726
H 7.80893 -3.08581 0.07761
H 6.14272 -3.01691 -1.59367
H -2.93606 1.52038 -5.10359
S -0.06669 -1.31700 1.88318
C -0.07914 -0.01192 3.10752
C 0.83932 -0.26545 4.19052
C 0.94705 0.65541 5.20284
C 0.18672 1.77650 5.26579
C -0.75677 1.97531 4.25695
C -0.94823 1.04122 3.21724
As -2.20855 1.24095 1.77728
C -3.50320 0.06264 2.49985
C -3.55103 -0.32482 3.83673
C -4.62256 -1.19383 4.27768
C -5.60377 -1.56259 3.35504
C -5.53871 -1.12346 2.02383
C -4.50915 -0.27580 1.61285
C -3.02865 2.95834 2.22815
C -4.25178 3.13058 2.84422
C -4.72743 4.35055 3.29079
C -3.97940 5.47817 3.11054
C -2.82056 5.34410 2.35105
C -2.32578 4.11870 1.90580
H 1.44249 -1.14020 4.15964
H 1.65404 0.47361 5.97285
H 0.28113 2.53863 6.02028
H -1.33778 2.87063 4.30587
H -2.69362 -0.14319 4.46042
H -4.62917 -1.54336 5.27957
H -6.37712 -2.33338 3.66319
H -6.29480 -1.48791 1.34413
H -4.35391 0.01322 0.63020
H -4.79449 2.19417 3.04165
H -5.62383 4.30825 3.77196
H -4.35221 6.46191 3.49076
H -2.15944 6.27692 2.28673
H -1.39901 4.06526 1.34489
N 0.81256 -3.08375 -0.36897
C 1.57940 -4.05516 -1.04620
C 2.78852 -4.52916 -0.55854
C 3.53883 -5.43492 -1.21443
C 3.09606 -5.92793 -2.45205
C 1.96164 -5.43440 -3.00174
C 1.18507 -4.47381 -2.31807
H 1.00059 -3.14275 0.67183
H -0.11399 -3.31070 -0.61979
H 3.13941 -4.19414 0.44351
H 4.48431 -5.69551 -0.78818
H 3.68408 -6.68824 -2.92346
H 1.63987 -5.73656 -4.01342
H 0.23844 -4.02661 -2.83838
O -1.37752 -1.55406 -1.32605
N -2.62094 -1.56981 -1.73207
C -2.89296 -1.43281 -2.98434
C -4.17795 -1.75344 -3.49278
N -5.22594 -2.10326 -3.85015
C -1.84070 -1.08361 -3.91985
N -1.58689 -1.89420 -4.99974
```

Properties
lowest unoccupied orbital energy	-1.651	eV
net charge	0
HOMO energy	-6.679	eV
relative energy (zero: lowest compared OMol25 entry of this formula, charge and spin)	3.6415	eV
orbital gap	5.0	eV

Löwdin population analysis, charges in e, atoms 1 to 99: number 1, Hf, carries 1.573; number 2, C, carries -0.083; number 3, C, carries -0.096; number 4, C, carries -0.034; number 5, C, carries -0.090; number 6, C, carries -0.273; number 7, N, carries 0.017; number 8, C, carries -0.223; number 9, N, carries 0.118; number 10, C, carries -0.237; number 11, C, carries -0.085; number 12, C, carries -0.133; number 13, C, carries -0.025; number 14, C, carries -0.097; number 15, C, carries -0.020; number 16, C, carries -0.096; number 17, C, carries -0.265; number 18, N, carries 0.216; number 19, C, carries -0.319; number 20, N, carries 0.008; number 21, C, carries -0.243; number 22, N, carries 0.212; number 23, C, carries -0.299; number 24, N, carries 0.020; number 25, C, carries -0.258; number 26, N, carries 0.175; number 27, C, carries -0.115; number 28, C, carries -0.002; number 29, C, carries -0.069; number 30, C, carries -0.061; number 31, C, carries 0.001; number 32, C, carries -0.135; number 33, C, carries -0.102; number 34, C, carries -0.017; number 35, C, carries -0.060; number 36, C, carries -0.077; number 37, C, carries -0.016; number 38, C, carries -0.100; number 39, N, carries 0.045; number 40, C, carries -0.091; number 41, C, carries -0.038; number 42, H, carries 0.117; number 43, H, carries 0.104; number 44, H, carries 0.108; number 45, H, carries 0.157; number 46, H, carries 0.113; number 47, H, carries 0.100; number 48, H, carries 0.100; number 49, H, carries 0.118; number 50, H, carries 0.110; number 51, H, carries 0.106; number 52, H, carries 0.118; number 53, H, carries 0.107; number 54, H, carries 0.112; number 55, H, carries 0.100; number 56, H, carries 0.137; number 57, H, carries 0.111; number 58, S, carries 0.559; number 59, C, carries -0.673; number 60, C, carries -0.109; number 61, C, carries -0.124; number 62, C, carries -0.095; number 63, C, carries -0.068; number 64, C, carries -0.439; number 65, As, carries 1.330; number 66, C, carries -0.442; number 67, C, carries -0.060; number 68, C, carries -0.058; number 69, C, carries -0.100; number 70, C, carries -0.074; number 71, C, carries -0.126; number 72, C, carries -0.370; number 73, C, carries -0.093; number 74, C, carries -0.092; number 75, C, carries -0.099; number 76, C, carries -0.097; number 77, C, carries -0.130; number 78, H, carries 0.083; number 79, H, carries 0.099; number 80, H, carries 0.107; number 81, H, carries 0.096; number 82, H, carries 0.090; number 83, H, carries 0.083; number 84, H, carries 0.119; number 85, H, carries 0.098; number 86, H, carries 0.062; number 87, H, carries 0.103; number 88, H, carries 0.074; number 89, H, carries 0.119; number 90, H, carries 0.121; number 91, H, carries 0.053; number 92, N, carries 0.012; number 93, C, carries -0.320; number 94, C, carries -0.070; number 95, C, carries -0.082; number 96, C, carries -0.090; number 97, C, carries -0.103; number 98, C, carries -0.023; number 99, H, carries 0.051

Here is a 2-piece molecular cluster, C2H8N2S overall in a non-equilibrium geometry from OMol25. Energies are from ωB97M-V/def2-TZVPD.

The geometry in XYZ format:
```
13
C2H8N2S | OMol25 | ωB97M-V/def2-TZVPD
C 0.85217 -0.73512 -0.58338
C 0.83356 -0.32213 0.84102
N -1.53482 1.68627 -0.16426
N -1.62540 0.47579 0.44148
S -2.29965 -0.79374 -0.32886
H -0.10624 -1.22552 -0.85860
H 0.98031 0.11762 -1.25321
H 1.61652 -1.47630 -0.83147
H 0.76885 -1.08322 1.59230
H 1.20768 0.64602 1.10845
H -1.22617 1.70044 -1.13830
H -0.98607 2.30098 0.42906
H -2.29155 -1.51522 0.79999
```

Properties
lowest unoccupied orbital energy (spin up / spin down)	0.621 / 0.894	eV
net charge	0
HOMO energy (spin up / spin down)	-7.532 / -7.258	eV
relative energy (zero: lowest compared OMol25 entry of this formula, charge and spin)	4.1147	eV
orbital gap (spin up / spin down)	8.2 / 8.2	eV

Partial atomic charges computed with the Löwdin method, in multiples of e: number 1, C, carries -0.246; number 2, C, carries -0.068; number 3, N, carries -0.074; number 4, N, carries -0.565; number 5, S, carries 0.737; number 6, H, carries -0.027; number 7, H, carries 0.059; number 8, H, carries 0.065; number 9, H, carries 0.036; number 10, H, carries 0.032; number 11, H, carries 0.076; number 12, H, carries 0.085; number 13, H, carries -0.109

Here is one molecule with the formula C4H5NO2 in a non-equilibrium geometry from OMol25. Energies are from ωB97M-V/def2-TZVPD.

The geometry in XYZ format:
```
12
C4H5NO2 | OMol25 | ωB97M-V/def2-TZVPD
C -1.24680 0.06111 -0.51138
C 0.21226 0.50685 -0.10376
C 0.30324 0.28485 1.27211
N 1.08103 -0.67768 1.42774
O 1.74767 -1.14863 0.27043
C 1.27147 -0.34618 -0.69471
O 1.63811 -0.48461 -1.83565
H -1.47612 -0.03696 -1.62961
H -1.63565 -0.80828 0.08579
H -2.01106 0.65360 0.01844
H 0.53918 1.52621 -0.44438
H -0.42332 0.46972 2.14498
```

Properties
lowest unoccupied orbital energy	0.643	eV
net charge	0
HOMO energy	-10.463	eV
relative energy (zero: lowest compared OMol25 entry of this formula, charge and spin)	2.9912	eV
orbital gap	11.1	eV
SMILES	C[C@H]1C=NOC1=O

Partial atomic charges computed with the Löwdin method, in multiples of e: number 1, C, carries -0.027; number 2, C, carries -0.284; number 3, C, carries -0.163; number 4, N, carries 0.097; number 5, O, carries 0.082; number 6, C, carries -0.476; number 7, O, carries 0.131; number 8, H, carries 0.114; number 9, H, carries 0.097; number 10, H, carries 0.073; number 11, H, carries 0.180; number 12, H, carries 0.175